No. 1
DFT (wB97M-V/def2-TZVPD) results for a molecular structure, C48H38As3F6MoN2PS2.

Values from the calculation:
energy above the lowest of the compared OMol25 structures with the same formula, charge and spin = 2.531 eV
HOMO-LUMO gap (spin up / spin down) = 6.4 / 6.0 eV
calculated total energy = -285002.3701 eV
spin multiplicity = 4
HOMO level (spin up / spin down) = -0.412 / -0.413 hartree
total charge = +1

XYZ file:
```
101
C48H38As3F6MoN2PS2 wB97M-V/def2-TZVPD
Mo -0.428 0.253 -1.172
C 2.210 -0.300 1.392
C 0.879 -0.777 1.955
As 0.006 -1.941 0.651
C -1.894 -2.165 0.907
C -2.634 -1.355 0.059
C -3.991 -1.503 -0.157
C -4.633 -2.543 0.510
C -3.916 -3.380 1.355
C -2.552 -3.210 1.548
C 0.828 -3.626 1.164
C 0.692 -3.930 2.523
C 1.242 -5.098 3.027
C 1.941 -5.950 2.189
C 2.081 -5.643 0.847
C 1.520 -4.485 0.324
As 2.172 0.253 -0.495
C 3.634 1.510 -0.550
C 3.581 2.605 0.312
C 4.645 3.489 0.364
C 5.751 3.284 -0.450
C 5.792 2.203 -1.311
C 4.733 1.307 -1.372
C 2.834 -1.231 -1.547
C 3.613 -2.247 -1.010
C 4.129 -3.230 -1.844
C 3.873 -3.197 -3.207
C 3.108 -2.175 -3.745
C 2.590 -1.188 -2.921
H 3.006 -1.052 1.473
H 2.556 0.584 1.949
H 0.217 0.078 2.108
H 1.023 -1.285 2.916
H -2.147 -0.515 -0.508
H -4.519 -0.844 -0.831
H -5.685 -2.719 0.346
H -4.422 -4.197 1.849
H -2.012 -3.910 2.173
H 0.151 -3.270 3.197
H 1.125 -5.335 4.075
H 2.374 -6.855 2.584
H 2.615 -6.313 0.191
H 1.605 -4.280 -0.728
H 2.704 2.790 0.928
H 4.604 4.339 1.026
H 6.576 3.977 -0.417
H 6.649 2.052 -1.950
H 4.780 0.472 -2.061
H 3.841 -2.293 0.051
H 4.730 -4.023 -1.425
H 4.273 -3.967 -3.847
H 2.912 -2.140 -4.806
H 2.015 -0.376 -3.359
C -3.773 -0.097 4.142
C -2.441 0.212 4.385
C -1.687 0.832 3.405
C -2.253 1.151 2.166
C -3.597 0.865 1.948
C -4.350 0.239 2.930
P -1.252 1.912 0.852
C -0.665 3.493 1.552
C 0.078 4.352 0.745
C 0.438 5.604 1.210
C 0.066 6.009 2.481
C -0.684 5.166 3.283
C -1.055 3.911 2.823
C -2.355 2.345 -0.480
C -3.340 3.330 -0.538
C -3.961 3.554 -1.748
C -3.580 2.834 -2.879
C -2.588 1.870 -2.822
C -1.990 1.600 -1.591
H -4.363 -0.586 4.904
H -1.993 -0.019 5.342
H -0.664 1.104 3.630
H -4.060 1.113 1.000
H -5.389 0.014 2.742
H 0.351 4.060 -0.250
H 1.005 6.264 0.571
H 0.348 6.988 2.841
H -0.990 5.481 4.267
H -1.654 3.277 3.459
H -3.582 3.924 0.332
H -4.720 4.317 -1.832
H -4.047 3.056 -3.826
H -2.244 1.386 -3.727
S -0.803 -1.169 -3.150
C -2.255 -2.159 -2.996
S -3.603 -1.269 -3.548
C -2.276 -3.464 -2.620
C -1.072 -4.146 -2.325
N -0.091 -4.706 -2.086
C -3.510 -4.164 -2.524
N -4.517 -4.693 -2.404
F 0.243 1.391 -2.771
As 1.242 2.881 -3.475
F 0.527 2.438 -4.975
F 1.813 3.087 -1.843
F 2.144 4.194 -4.091
F 2.523 1.725 -3.715
F -0.147 3.843 -3.071
```



No. 2
DFT (wB97M-V/def2-TZVPD) results for a molecular structure, C48H38BrGeIN7O2PV.

Values from the calculation:
energy above the lowest of the compared OMol25 structures with the same formula, charge and spin = 0.411 eV
HOMO-LUMO gap (spin up / spin down) = 7.6 / 7.6 eV
calculated total energy = -234546.4865 eV
spin multiplicity = 4
HOMO level (spin up / spin down) = -0.470 / -0.473 hartree
total charge = +2

XYZ file:
```
100
C48H38BrGeIN7O2PV wB97M-V/def2-TZVPD
V -0.443 0.369 -0.027
Br 1.488 3.060 2.022
C -0.335 2.688 2.306
C -1.056 3.485 3.177
C -2.404 3.226 3.327
C -2.986 2.168 2.642
C -2.178 1.414 1.829
N -0.863 1.683 1.627
C -2.688 0.096 1.247
O -3.695 -0.009 0.608
O -1.842 -0.901 1.583
H -0.567 4.290 3.708
H -3.001 3.842 3.989
H -4.030 1.909 2.758
N -0.765 3.768 -0.702
C -1.544 2.994 -1.475
N -2.329 3.616 -2.341
C -3.045 2.830 -3.137
N -3.840 3.407 -4.038
N -3.013 1.472 -3.130
C -2.257 0.968 -2.204
N -1.492 1.633 -1.305
C -2.211 -0.528 -2.107
C -3.038 -1.324 -2.863
C -2.966 -2.698 -2.699
C -2.072 -3.216 -1.782
C -1.271 -2.350 -1.064
N -1.317 -1.021 -1.231
H -0.733 4.736 -0.984
H 0.100 3.384 -0.358
H -3.920 4.409 -4.060
H -4.423 2.838 -4.626
H -3.727 -0.857 -3.553
H -3.602 -3.356 -3.281
H -1.984 -4.283 -1.620
H -0.551 -2.717 -0.349
I 1.504 -0.864 1.559
C 3.381 -0.068 1.163
C 4.101 0.019 2.315
C 5.474 0.352 2.277
C 6.074 0.505 1.071
C 5.335 0.415 -0.141
C 6.031 0.545 -1.365
C 5.369 0.490 -2.551
C 3.969 0.375 -2.545
C 3.230 0.259 -1.392
P 1.393 0.312 -1.697
C 1.330 1.842 -2.729
C 0.560 2.037 -3.876
C 0.524 3.282 -4.503
C 1.236 4.351 -3.983
C 1.989 4.175 -2.827
C 2.031 2.934 -2.209
C 1.273 -1.224 -2.727
C 1.887 -2.357 -2.176
C 1.781 -3.600 -2.783
C 1.064 -3.739 -3.966
C 0.456 -2.626 -4.525
C 0.549 -1.381 -3.905
C 3.920 0.196 -0.136
H 3.635 -0.199 3.269
H 6.034 0.437 3.202
H 7.142 0.697 1.008
H 7.108 0.681 -1.335
H 5.902 0.570 -3.490
H 3.456 0.407 -3.500
H -0.032 1.243 -4.300
H -0.063 3.406 -5.407
H 1.209 5.316 -4.473
H 2.552 5.003 -2.411
H 2.646 2.811 -1.324
H 2.477 -2.273 -1.272
H 2.274 -4.459 -2.337
H 0.989 -4.705 -4.452
H -0.095 -2.716 -5.455
H 0.041 -0.553 -4.371
Ge -2.438 -2.189 2.875
C -1.002 -3.415 2.863
C -0.997 -4.429 1.901
C 0.070 -5.315 1.824
C 1.131 -5.201 2.718
C 1.122 -4.211 3.693
C 0.057 -3.320 3.768
C -2.660 -0.994 4.324
C -1.571 -0.246 4.792
C -1.749 0.683 5.809
C -3.014 0.876 6.361
C -4.101 0.148 5.894
C -3.925 -0.788 4.876
H -3.730 -2.678 2.232
H -1.837 -4.543 1.224
H 0.068 -6.104 1.082
H 1.955 -5.902 2.669
H 1.939 -4.140 4.402
H 0.049 -2.572 4.550
H -0.586 -0.376 4.360
H -0.903 1.253 6.178
H -3.149 1.591 7.165
H -5.084 0.304 6.324
H -4.779 -1.355 4.525
```



No. 3
DFT (wB97M-V/def2-TZVPD) results for a molecular structure, C48H38F6NOP2S2SiV.

Values from the calculation:
energy above the lowest of the compared OMol25 structures with the same formula, charge and spin = 0.245 eV
HOMO-LUMO gap (spin up / spin down) = 6.6 / 6.9 eV
calculated total energy = -144055.7433 eV
spin multiplicity = 4
HOMO level (spin up / spin down) = -0.150 / -0.163 hartree
total charge = -1

XYZ file:
```
100
C48H38F6NOP2S2SiV wB97M-V/def2-TZVPD
V 0.390 0.360 -0.216
C -1.943 -0.484 -3.418
Si -1.394 -0.795 -1.623
C -3.034 -0.642 -0.600
C -4.160 -1.413 -0.918
C -5.356 -1.284 -0.237
C -5.471 -0.349 0.789
C -4.383 0.433 1.121
C -3.164 0.267 0.457
P -1.716 1.371 0.649
C -2.453 2.830 -0.177
C -2.883 2.650 -1.489
C -3.569 3.650 -2.154
C -3.824 4.859 -1.521
C -3.388 5.051 -0.220
C -2.715 4.039 0.452
C -1.600 1.863 2.411
C -0.668 2.855 2.724
C -0.424 3.206 4.040
C -1.087 2.557 5.073
C -1.990 1.549 4.775
C -2.245 1.204 3.453
C -1.255 -2.706 -1.494
C -1.943 -3.616 -2.307
C -1.962 -4.971 -2.024
C -1.300 -5.459 -0.900
C -0.588 -4.587 -0.097
C -0.550 -3.229 -0.403
P 0.556 -2.056 0.481
C 2.193 -2.756 0.064
C 3.268 -2.501 0.917
C 4.552 -2.882 0.565
C 4.779 -3.531 -0.644
C 3.713 -3.801 -1.487
C 2.425 -3.415 -1.135
C 0.313 -2.553 2.229
C 0.991 -3.576 2.881
C 0.685 -3.901 4.197
C -0.309 -3.210 4.872
C -0.997 -2.190 4.226
C -0.683 -1.867 2.918
H -2.988 -0.748 -3.602
H -1.323 -1.080 -4.091
H -1.805 0.558 -3.701
H -4.098 -2.138 -1.723
H -6.205 -1.899 -0.508
H -6.410 -0.224 1.313
H -4.485 1.192 1.886
H -2.689 1.718 -2.004
H -3.893 3.487 -3.174
H -4.356 5.646 -2.039
H -3.573 5.990 0.286
H -2.396 4.208 1.471
H -0.099 3.322 1.928
H 0.309 3.973 4.256
H -0.887 2.821 6.103
H -2.498 1.020 5.573
H -2.945 0.405 3.248
H -2.480 -3.253 -3.176
H -2.502 -5.654 -2.669
H -1.327 -6.516 -0.664
H -0.048 -4.963 0.765
H 3.106 -1.974 1.850
H 5.376 -2.654 1.229
H 5.783 -3.818 -0.927
H 3.880 -4.299 -2.432
H 1.604 -3.620 -1.813
H 1.771 -4.126 2.368
H 1.229 -4.695 4.692
H -0.544 -3.457 5.900
H -1.766 -1.633 4.745
H -1.208 -1.055 2.426
S 1.905 0.790 2.050
C 2.981 0.578 0.745
N 2.554 0.203 -0.442
C 3.574 0.007 -1.343
C 3.410 -0.441 -2.650
C 4.532 -0.597 -3.441
C 5.808 -0.312 -2.946
C 5.976 0.134 -1.645
C 4.851 0.286 -0.846
S 4.719 0.803 0.807
H 2.416 -0.654 -3.024
H 4.419 -0.946 -4.459
H 6.674 -0.436 -3.582
H 6.962 0.359 -1.262
C 2.653 3.035 -1.795
C 1.249 3.388 -1.290
O 0.691 2.444 -0.510
C 1.381 4.698 -0.464
F 0.255 5.067 0.163
F 2.318 4.553 0.494
F 1.767 5.758 -1.223
C 0.358 3.681 -2.526
F 1.036 4.302 -3.520
F -0.697 4.465 -2.255
F -0.119 2.537 -3.044
H 3.246 2.728 -0.938
H 3.150 3.866 -2.298
H 2.591 2.204 -2.499
```



No. 4
DFT (wB97M-V/def2-TZVPD) results for a molecular structure, C48H38FeN5O6P2.

Values from the calculation:
energy above the lowest of the compared OMol25 structures with the same formula, charge and spin = 0.092 eV
HOMO-LUMO gap (spin up / spin down) = 7.5 / 5.5 eV
calculated total energy = -123090.0845 eV
spin multiplicity = 6
HOMO level (spin up / spin down) = -0.282 / -0.282 hartree
total charge = 0

XYZ file:
```
100
C48H38FeN5O6P2 wB97M-V/def2-TZVPD
Fe 11.784 13.499 17.517
O 12.635 9.937 19.057
C 12.162 11.030 18.807
O 12.223 11.619 17.638
C 11.554 11.854 19.898
C 10.823 11.394 20.975
C 10.419 12.298 21.957
C 10.766 13.633 21.897
C 11.472 14.058 20.777
N 11.751 13.223 19.733
H 10.504 10.372 21.035
H 9.876 11.869 22.799
H 10.553 14.307 22.729
H 11.962 15.060 20.746
C 12.521 11.382 11.796
N 12.615 9.964 11.641
C 12.966 9.114 12.747
P 13.112 10.085 14.359
C 12.913 8.715 15.561
C 13.865 7.704 15.442
C 13.875 6.654 16.288
C 12.843 6.481 17.200
C 11.907 7.518 17.347
C 11.913 8.644 16.510
C 14.903 10.465 14.575
C 15.906 10.327 13.565
C 17.229 10.410 13.893
C 17.627 10.659 15.206
C 16.645 10.768 16.209
C 15.301 10.664 15.887
C 12.762 9.413 10.341
C 12.250 8.139 10.101
C 12.228 7.643 8.846
C 12.696 8.425 7.777
C 13.280 9.679 8.013
C 13.277 10.185 9.296
P 11.520 11.862 13.299
C 11.713 13.703 13.014
C 12.999 14.216 12.933
C 13.198 15.440 12.287
C 12.116 16.266 11.969
C 10.829 15.816 12.186
C 10.630 14.508 12.721
C 9.836 11.527 12.700
C 8.921 10.811 13.505
C 7.716 10.420 13.021
C 7.392 10.726 11.694
C 8.225 11.496 10.901
C 9.488 11.867 11.425
H 11.997 11.780 10.872
H 13.500 11.900 11.761
H 13.903 8.590 12.589
H 12.199 8.328 12.955
H 14.588 7.722 14.608
H 14.689 5.932 16.353
H 12.848 5.735 17.986
H 11.085 7.457 18.068
H 11.234 9.497 16.659
H 15.596 10.039 12.558
H 17.939 10.345 13.105
H 18.690 10.803 15.499
H 16.891 11.005 17.248
H 14.541 10.727 16.667
H 11.830 7.578 10.941
H 11.825 6.680 8.600
H 12.523 8.089 6.741
H 13.628 10.243 7.123
H 13.669 11.169 9.473
H 13.880 13.664 13.156
H 14.184 15.665 11.959
H 12.250 17.273 11.575
H 9.907 16.408 11.973
H 9.630 14.139 12.995
H 9.249 10.402 14.483
H 6.989 9.868 13.625
H 6.519 10.189 11.325
H 8.023 11.725 9.837
H 10.137 12.470 10.776
O 13.098 16.136 18.518
C 13.718 15.485 17.685
O 13.229 14.561 16.902
C 15.222 15.647 17.619
C 15.952 14.694 16.846
C 17.285 14.517 17.061
C 17.945 15.492 17.790
O 19.272 15.490 18.221
C 19.297 16.584 19.238
O 18.030 17.272 19.242
C 17.183 16.529 18.433
C 15.830 16.643 18.366
H 15.367 14.029 16.173
H 17.725 13.573 16.770
H 20.088 17.277 18.922
H 19.422 16.072 20.201
H 15.245 17.436 18.891
N 7.802 16.195 13.550
C 8.126 15.824 14.616
N 8.262 15.564 15.881
C 9.272 14.962 16.405
N 9.949 14.261 17.077
```